Record 1
Formula: C5H6O2
Source: the OMol25 dataset
Level of theory: ωB97M-V with the def2-TZVPD basis set

## Properties
LUMO	0.9	eV
SMILES	O=C1CO[C@H]2C[C@@H]12
E_HOMO	-9.4	eV
ΔE to the lowest compared entry with this formula, charge and spin	32.27	kcal/mol
frontier orbital gap	10.33	eV
total energy	-344.5505	Ha

Cartesian coordinates (Å):
O1 1.745 -0.991 1.490
C1 0.831 -0.523 0.853
C2 -0.485 0.000 1.437
O2 -1.451 -0.107 0.406
C3 -0.785 -0.224 -0.828
C4 0.145 0.874 -1.188
C5 0.691 -0.438 -0.624
H1 -0.355 1.044 1.760
H2 -0.807 -0.590 2.297
H3 -1.346 -0.786 -1.561
H4 0.159 1.759 -0.556
H5 0.356 1.060 -2.237
H6 1.303 -1.078 -1.249

Record 2
Formula: C6H43N2O16
Source: the OMol25 dataset
Level of theory: ωB97M-V with the def2-TZVPD basis set

## Properties
LUMO	-2.6	eV
charge	+1
E_HOMO	-12.9	eV
ΔE to the lowest compared entry with this formula, charge and spin	0.00	kcal/mol
frontier orbital gap	10.25	eV
total energy	-1567.5716	Ha

Cartesian coordinates (Å):
C1 0.214 3.214 0.327
C2 -0.846 2.312 0.936
N1 -1.059 1.171 0.039
C3 -2.077 0.982 -0.867
C4 -1.882 -0.190 -1.500
N2 -0.784 -0.789 -0.882
C5 -0.282 0.094 -0.025
C6 -0.072 -2.020 -1.198
H1 1.137 2.684 0.077
H2 0.480 4.027 0.996
H3 -0.129 3.627 -0.623
H4 -1.759 2.866 1.153
H5 -0.581 1.898 1.910
H6 -2.779 1.772 -1.083
H7 -2.355 -0.707 -2.313
H8 0.635 -0.048 0.526
H9 -0.363 -2.425 -2.165
H10 -0.305 -2.825 -0.502
H11 0.985 -1.781 -1.199
O1 2.376 -1.900 2.218
H12 2.863 -2.481 1.627
H13 2.374 -1.048 1.763
O2 2.161 -4.393 -2.146
H14 2.873 -4.991 -1.891
H15 2.603 -3.622 -2.512
O3 -2.842 -2.670 1.029
H16 -3.521 -2.418 0.384
H17 -2.512 -3.513 0.680
O4 0.220 5.987 -1.870
H18 -0.680 5.871 -1.541
H19 0.126 6.550 -2.645
O5 -4.574 3.156 -0.472
H20 -5.378 3.677 -0.589
H21 -4.814 2.489 0.183
O6 3.118 2.216 -1.372
H22 3.925 2.017 -1.861
H23 2.807 3.052 -1.745
O7 3.420 0.694 1.400
H24 4.317 0.352 1.318
H25 3.348 1.376 0.718
O8 -2.513 5.211 0.058
H26 -3.124 4.508 -0.206
H27 -2.961 5.688 0.763
O9 -1.917 -5.188 -0.407
H28 -1.180 -5.421 -0.984
H29 -2.385 -6.018 -0.259
O10 1.598 1.728 3.530
H30 1.523 1.024 4.184
H31 2.142 1.358 2.820
O11 -0.380 -3.902 2.067
H32 -0.944 -4.682 2.103
H33 -0.963 -3.191 1.764
O12 0.176 4.202 3.511
H34 0.441 3.279 3.649
H35 1.001 4.658 3.315
O13 3.751 -1.647 -0.646
H36 3.731 -1.507 -1.597
H37 4.268 -2.455 -0.533
O14 1.808 0.073 -3.310
H38 2.640 -0.409 -3.317
H39 1.803 0.551 -2.469
O15 1.954 -5.199 0.968
H40 2.644 -5.155 1.638
H41 1.292 -4.545 1.246
O16 -4.629 -2.296 -1.165
H42 -4.600 -2.603 -2.078
H43 -5.564 -2.326 -0.928